Record 1
A 2-piece molecular cluster, C32H35N3O6S overall, computed with the ωB97M-V functional and the def2-TZVPD basis.

The geometry in XYZ format:
```
77
Properties=species:S:1:pos:R:3:forces:R:3
H 2.0506 -1.5194 2.1277 -0.1 -0.4 0.2
C -5.9962 -0.1803 1.2512 -0.6 0.8 0.0
C -3.2913 -2.8090 -2.2230 -0.1 -0.4 0.6
H 4.0163 -4.7163 6.1924 0.0 0.2 -0.1
H -0.6065 -3.4020 2.0038 0.0 0.1 -0.4
H -3.0479 -3.1886 1.2363 0.1 0.2 -0.3
C 3.8819 -1.5332 3.9714 0.1 -0.5 0.0
C 1.1162 -4.5817 -1.6306 0.1 -0.1 0.3
C 4.9739 -2.8383 5.6954 -0.2 0.0 -0.3
C -7.9498 1.1993 1.5770 0.2 -0.1 -0.1
C -5.5930 -3.1096 -2.8949 1.4 0.2 2.1
C -3.7302 -1.3569 2.6224 2.3 1.4 0.9
C 2.9550 -2.5622 3.7867 -0.1 0.1 0.1
H 2.1995 -4.4477 4.4994 0.3 0.1 0.1
H 0.9106 -2.4327 3.1451 0.2 0.1 -0.1
O -1.9341 -0.0914 3.2223 1.0 0.2 -0.3
S -5.1083 -1.6521 1.7498 -0.8 0.0 -1.8
N 2.9623 -3.5795 -0.3813 0.3 0.0 0.7
H -7.0314 -3.4637 -1.3297 0.2 0.0 0.0
C 3.9932 -3.8283 5.5619 -0.1 0.1 -0.1
H -1.0187 -3.2378 -1.0755 -0.2 0.1 0.6
H 3.8768 -4.4288 -2.0736 0.1 0.2 0.2
C 1.2999 -2.0545 -1.3434 0.1 0.1 0.2
O -2.5171 -0.0595 0.9764 0.3 -0.2 1.1
C -5.0167 -3.3094 -0.5764 0.9 -0.4 1.0
H 0.0283 -4.6646 -1.6879 0.3 0.0 -0.1
H 1.7680 -4.5921 2.2605 0.2 0.4 -0.2
H 4.9703 -3.6308 -0.9083 -0.3 0.0 0.0
C 1.9154 -2.4587 2.6959 -0.2 0.3 0.0
C -7.8077 1.6973 0.2769 0.1 0.0 0.0
H 1.7265 -2.0435 -2.3545 -0.1 0.1 0.3
H 5.7947 -2.9710 6.4027 -0.3 0.1 -0.2
C -0.3529 -3.3736 0.9389 0.9 -0.1 -0.5
H -8.5301 2.4183 -0.1083 0.2 -0.2 0.1
H 1.5232 -4.3926 -2.6334 -0.2 -0.2 0.3
H -3.9693 -2.8758 -4.2788 0.0 0.2 0.3
H 3.9295 -2.6500 -1.9873 0.1 -0.2 0.1
H -0.8159 2.3325 3.9558 0.1 0.0 0.3
C 3.9934 -3.5725 -1.3952 -0.1 0.0 -0.4
H 3.8020 -0.6375 3.3511 0.2 -0.2 0.2
C 4.9084 -1.6862 4.9037 -0.2 -0.1 0.1
O -7.7847 -2.9840 -3.5821 2.4 0.0 -0.4
C -0.3304 1.3807 4.1899 0.0 0.4 -0.1
H -5.3292 -3.6185 0.4260 0.2 0.1 -0.5
H 0.2310 -1.8323 -1.4056 0.3 0.1 -0.1
N 0.9538 -3.5240 0.6469 -1.3 0.3 0.6
O -6.0814 -2.4012 2.5773 -0.3 -0.6 0.7
C -0.5909 0.4311 3.0497 -0.8 -0.5 -0.1
C 1.9417 -3.6409 1.7203 0.4 -0.6 0.1
C -4.2353 -2.9377 -3.2274 -0.2 0.2 0.0
C -2.6876 -3.0729 0.2114 0.8 -1.1 0.4
H -8.7625 1.5339 2.2236 0.2 -0.1 -0.3
H -0.7138 1.0145 5.1495 0.1 -0.1 -0.3
H -3.6793 -1.6647 3.6735 -0.4 0.3 -0.5
C -3.6409 -3.0293 -0.8478 -1.1 0.0 -1.3
C -6.7565 1.2609 -0.5382 0.1 -0.1 0.3
H -7.1955 -0.2240 3.0286 0.0 0.1 -0.1
H 1.7871 -1.2787 -0.7339 -0.2 -0.2 -0.2
N -6.5758 -2.9453 -3.9064 -2.7 0.1 -2.6
H -5.0245 -0.0520 -0.6600 -0.1 0.1 0.0
C -5.9806 -3.3091 -1.5580 -0.3 0.2 -1.6
H 1.5163 -5.5257 -1.2336 -0.1 0.2 -0.2
C -5.8423 0.3254 -0.0484 -0.1 -0.2 0.5
C 1.5518 -3.4319 -0.7053 0.1 0.1 -0.3
H -6.6404 1.6291 -1.5583 -0.1 0.0 0.3
O -6.1964 -2.7556 -5.0852 -0.5 -0.4 2.2
H 0.7441 1.5509 4.2821 0.0 0.1 0.1
C -7.0595 0.2391 2.0549 0.2 0.2 -0.3
C -2.6903 -0.4551 2.1378 -1.5 -1.0 -0.1
C 2.9743 -3.6861 4.6163 0.4 0.2 0.1
H 0.1087 -0.4142 3.0836 -0.2 0.1 -0.1
H 5.6553 -0.9010 5.0109 -0.1 -0.2 0.0
H -2.2646 -2.5454 -2.4983 -0.4 -0.2 0.1
H -0.5224 0.9306 2.0811 0.1 -0.1 0.0
C 3.2565 -3.7442 0.9445 1.1 -0.3 0.0
C -1.3309 -3.2110 -0.0315 -0.4 0.2 -0.5
O 4.3776 -3.9491 1.4021 -1.5 0.4 -0.4
```
Forces are in eV/Å.

Output
Frontier orbital gap (eV): 3.926
ΔE to the lowest compared entry with this formula, charge and spin (eV): 0.000

---

Record 2
C32H35N6O4S2V as an isolated structure, computed with the ωB97M-V functional and the def2-TZVPD basis.

The geometry in XYZ format:
```
80
Properties=species:S:1:pos:R:3:forces:R:3
H 3.3304 2.0599 -1.4775 0.1 0.0 0.0
O 0.6008 -1.3325 -1.8856 0.1 0.4 0.4
H -3.7922 1.6370 -0.2632 0.0 0.0 0.0
H 0.2873 5.4766 -3.5405 0.0 0.0 0.0
C 0.3139 3.6330 -2.5505 0.2 0.1 0.1
N 2.2322 0.1979 0.0609 1.6 -0.1 0.3
C 3.0039 1.1460 4.2813 0.1 0.1 -0.2
C -2.8979 1.6005 0.3703 -0.2 0.1 0.1
H -1.6175 4.1839 2.3511 0.0 0.0 0.0
H 1.5152 0.2081 -3.0662 0.0 0.0 0.0
H -1.8675 2.1362 3.8180 0.0 0.0 0.1
H -1.5812 0.3991 2.0222 -0.1 0.0 0.0
S -1.8443 -2.1198 0.8155 -0.7 -0.2 0.3
C -1.6848 4.7601 -3.5475 0.2 0.2 -0.1
C 2.6752 0.7617 1.1710 0.1 -0.3 0.0
H 4.9339 1.9729 4.5612 0.0 0.0 0.0
C 1.7095 1.1847 -2.6178 0.4 0.1 0.0
C 4.6138 1.7249 2.4919 -0.1 -0.1 0.0
C 3.1601 -0.0504 -1.0222 0.1 0.2 -0.2
H 1.0518 0.4579 4.1955 0.0 0.0 0.0
H 1.6786 1.9293 -3.4151 0.0 0.0 0.0
H -0.1946 2.6490 3.5249 -0.1 0.0 0.1
H -0.5376 -7.2122 -2.9272 0.0 -0.1 0.0
C -0.1293 -3.9416 -0.3659 0.0 -0.1 0.1
N 0.4055 0.7692 1.6584 0.2 0.3 1.6
C -1.0872 2.2253 3.0539 0.2 -0.1 -0.3
H 1.1232 -5.2894 -1.4463 0.0 0.0 0.0
N 1.3174 -2.5698 4.5963 0.0 0.1 -0.1
C -2.3372 -4.7470 0.1532 -0.1 0.0 0.1
H 2.8237 -0.9463 -1.5443 0.0 0.0 0.0
V 0.3002 0.0630 -0.1704 -0.4 0.5 -1.6
O -1.2624 -1.9353 2.1156 0.3 0.0 -0.1
C -0.1592 2.4476 -1.9331 0.3 -0.1 -0.1
H -3.2855 3.6767 0.7799 0.0 0.0 0.0
C -1.7458 -1.2891 -1.5786 0.3 0.1 -0.5
C 1.6345 -2.5143 3.4730 -0.1 -0.2 0.8
H 3.8433 0.9819 -2.7987 0.0 0.0 0.0
C 3.9651 1.2917 1.3419 0.0 0.1 0.0
O -3.3023 -2.1317 0.7930 0.1 -0.1 -0.2
H 5.6096 2.1271 2.3238 0.0 0.0 0.0
C 0.1451 -5.1404 -1.0031 0.0 0.0 0.1
H -3.6675 4.0518 -3.5770 0.0 0.0 0.0
C -1.3847 -3.7429 0.1864 -0.1 0.4 -0.1
H 4.1754 -0.2309 -0.6577 -0.1 0.0 0.1
H -3.6487 2.6126 2.1432 0.0 0.0 0.0
C -0.8157 -6.1427 -1.0910 0.0 -0.1 0.0
N -1.2819 -1.0465 -0.2247 -1.5 -1.9 0.9
H 0.4702 -7.7925 -1.6026 0.0 0.0 0.0
H -3.5869 2.3819 -2.0127 0.0 0.0 0.0
H 1.3872 3.7660 -2.4647 0.0 -0.1 0.0
C 3.1057 1.1246 -2.0024 -0.2 -0.1 0.1
C -1.5510 2.3419 -1.4351 0.0 0.1 0.4
C -0.7459 0.8166 2.5550 -0.1 0.2 0.3
H -0.6019 0.1547 3.4092 0.0 -0.1 -0.1
H 4.5595 1.3843 0.4426 -0.1 0.0 0.0
N -1.6623 1.6237 -0.3715 0.4 -0.2 -0.2
H -2.4012 -2.1594 -1.6434 0.0 0.0 -0.1
H -2.9565 0.6570 0.9057 -0.1 0.0 0.0
N 0.6218 1.4176 -1.6595 -0.4 0.7 -1.0
C -0.5205 -7.4094 -1.8526 0.0 0.1 0.0
C 1.8687 0.8164 3.5859 0.0 0.0 0.1
C -0.3470 4.6616 -3.2022 -0.3 -0.1 -0.1
H -1.2606 -8.1802 -1.6344 0.0 0.0 0.0
O -0.6761 -1.7922 -3.6743 0.0 0.1 0.2
H -3.2948 -4.5604 0.6216 0.0 0.0 -0.1
H -1.9750 5.5795 -4.1963 0.0 0.0 0.0
H -2.2982 -0.4257 -1.9672 0.0 0.0 0.0
C -2.6423 2.8817 -2.1950 -0.2 0.1 -0.2
S 2.1521 -2.4564 1.9146 0.3 0.0 -0.5
C 4.2213 1.6458 3.8116 0.1 0.0 0.1
C -2.6897 3.8816 -3.1334 0.0 -0.1 0.2
H -2.7947 -6.7358 -0.5089 0.0 0.0 0.0
C -0.5128 -1.4995 -2.4872 -0.4 -0.2 -0.3
H -0.8178 3.1666 1.1508 0.1 0.2 0.0
C -2.0502 -5.9471 -0.4816 0.1 0.0 0.1
C -1.5608 3.1668 1.9483 -0.2 -0.1 0.2
H 2.9353 1.0412 5.3593 -0.1 0.0 0.0
H 0.6153 -3.1665 -0.2930 0.0 0.0 -0.1
C 1.6115 0.8246 2.1926 -0.1 0.2 0.0
C -2.9274 2.8082 1.3426 0.2 -0.1 -0.2
```
Forces are in eV/Å.

Output
Spin multiplicity: 3
Frontier orbital gap (alpha / beta) (eV): 6.124 / 6.180
Total charge: -2
Expectation value of S²: 2.013
ΔE to the lowest compared entry with this formula, charge and spin (eV): 1.164

---

Record 3
C32H36AsIrN7OSSe as an isolated structure, computed with the ωB97M-V functional and the def2-TZVPD basis.

The geometry in XYZ format:
```
80
Properties=species:S:1:pos:R:3:forces:R:3
H -2.5842 5.9468 0.2370 0.0 0.0 0.1
C -4.1407 -0.2842 -3.3469 0.0 0.0 -0.1
C 3.3110 0.0458 1.2898 0.2 -0.2 0.0
C -4.3761 -0.6923 -2.0270 0.0 0.0 -0.1
H -4.6256 5.4640 1.5530 -0.1 0.0 -0.1
C -3.0370 0.4758 -3.6505 -0.1 -0.1 -0.2
H 1.5900 -1.6862 -6.0301 -0.1 0.0 0.0
C 4.7167 -0.2390 1.5050 -0.4 -0.3 -0.2
C -1.8993 3.9242 0.2727 0.0 0.0 -0.1
Se 3.7196 -2.4575 0.8573 -0.6 -0.4 -0.2
C -1.2071 -3.5242 1.8670 -0.1 -0.1 0.2
H -0.3819 -3.8076 5.8056 0.0 0.0 0.0
H -2.2510 -5.1608 2.5603 0.0 0.0 0.0
H 1.4327 -0.6136 4.9660 0.0 -0.1 0.0
H 0.3081 -0.8845 -4.0735 -0.1 0.1 0.0
H -2.0339 -5.1057 0.8658 0.0 0.0 0.0
H -0.3333 -2.5260 -4.3957 0.0 0.0 0.1
H -0.0457 0.1411 5.6252 0.0 0.0 0.0
As -1.0923 1.1532 -0.0445 -0.4 0.2 -0.4
N 0.0214 -1.0025 2.8005 0.3 0.3 -1.0
H 3.8856 -1.8180 -4.8009 0.0 0.0 0.0
N 2.5988 -1.0247 0.9109 -0.6 0.1 0.0
C -0.2574 1.9637 -1.6000 0.3 0.0 0.1
C 2.8289 1.3552 1.5015 0.0 0.2 0.0
C -2.1312 0.8393 -2.6264 0.3 0.2 0.1
C -0.8888 -2.8402 5.8538 -0.1 -0.2 0.1
C -4.2295 3.3604 1.6951 0.0 0.0 0.1
C -0.4094 -1.9347 3.6268 0.0 0.1 0.5
C -0.9792 1.6639 -2.7955 -0.3 -0.2 0.1
H -1.9561 -2.9608 5.6536 0.0 0.1 0.0
H 3.3718 3.3349 2.0524 0.0 0.0 0.0
H 1.8984 -3.2355 -5.2577 -0.1 0.0 0.0
C 2.9380 -1.5897 -4.3148 0.0 0.0 -0.1
H 3.2674 -3.2418 -2.9484 0.0 0.0 0.1
C 1.2473 3.3294 -2.8689 0.0 0.0 -0.1
H -2.8826 0.8122 -4.6677 0.0 0.0 0.0
H -3.6899 -0.6653 0.0187 -0.1 0.0 0.0
C 1.7451 -2.1718 -5.0671 0.2 0.1 0.0
C 0.5584 3.0386 -4.0529 -0.1 0.0 0.0
H 0.8290 -1.0832 6.5402 0.0 -0.1 0.0
H 1.3896 3.0219 -0.7382 0.1 0.0 0.0
C 3.7190 2.3233 1.8837 -0.3 -0.2 -0.1
H -0.8349 -3.4030 -0.0403 -0.1 0.0 0.0
C -2.2047 2.6256 0.6629 0.5 -0.3 0.1
N -0.2749 -1.8618 4.9495 0.0 -0.1 -0.4
N -1.0721 -3.0527 3.1489 0.0 -0.1 -0.1
C -2.7975 4.9402 0.5701 0.0 0.0 0.1
N 5.0672 -1.4998 1.3054 0.7 0.5 0.3
H 5.7591 2.8513 2.3759 0.0 0.0 0.0
H -1.0802 2.0082 -4.9403 0.0 0.0 0.0
H -5.1317 3.1474 2.2523 0.0 0.0 0.0
H -0.9874 4.1602 -0.2570 0.0 0.0 -0.1
C -3.4845 -0.3510 -0.9970 0.2 0.1 0.1
C 0.5231 -0.7881 5.5414 0.1 0.3 0.1
C 5.1006 2.0476 2.0761 0.4 -0.3 0.0
H 6.6503 0.5690 2.0657 0.0 0.0 0.0
N -1.8898 -4.6644 1.7601 0.1 0.1 0.0
H -1.4717 -3.6406 3.8635 0.0 -0.1 0.0
O 0.7483 -1.1593 -1.5909 -0.2 0.7 0.6
H 0.8823 3.4771 -4.9874 0.0 0.0 0.0
C -3.9528 4.6597 1.2867 0.0 0.1 0.0
S 1.1184 -2.3795 -2.4685 0.2 -0.4 -0.3
H -3.5581 1.3295 1.7469 0.0 0.0 -0.1
H 1.7734 1.5669 1.3641 0.0 0.1 0.0
Ir 0.4092 -1.0372 0.6469 0.0 -0.7 0.5
C -3.3467 2.3336 1.3985 0.0 -0.1 0.0
C -2.3808 0.4079 -1.2874 -0.2 -0.2 0.0
H 3.3959 -1.6501 -2.1508 -0.1 0.0 0.1
H 0.4099 -0.2006 3.2771 -0.1 0.0 0.1
C 0.5529 -1.9435 -4.1497 -0.1 -0.2 0.1
C 5.6053 0.7948 1.9007 0.1 0.5 0.1
N -0.6956 -2.9039 0.8304 0.4 0.6 -0.4
C -0.5416 2.2139 -4.0237 0.0 0.1 -0.2
C 2.8876 -2.2186 -2.9276 -0.1 0.0 -0.1
H -5.2641 -1.2683 -1.7981 0.0 0.0 0.0
H -0.8089 -2.4795 6.8736 0.0 0.1 0.0
H 2.0954 4.0027 -2.8981 0.0 0.0 0.0
H -4.8445 -0.5517 -4.1239 0.0 0.0 0.0
C 0.8456 2.7767 -1.6417 -0.2 -0.1 0.2
H 2.8529 -0.5025 -4.2494 0.0 0.0 0.0
```
Forces are in eV/Å.

Output
Spin multiplicity: 6
Frontier orbital gap (alpha / beta) (eV): 7.453 / 4.882
Total charge: +4
Expectation value of S²: 8.801

---

Calculated DFT total energy (Ha), listed in the same order as above: -2254.05292; -3610.37459; -6837.73006